114
Properties=species:S:1:pos:R:3:forces:R:3:mulliken_charge:R:1 method="wB97M-V/def2-TZVPD" charge=-1 gap_ev=6.66
O -0.31022 -2.76046 -1.78165 0.42 -0.63 0.05 -0.598
C -0.48003 -2.13179 -2.78446 0.59 0.79 -0.37 0.398
O -1.73164 -2.14342 -3.35870 0.29 0.52 0.69 -0.549
C 0.65925 -1.35085 -3.49371 -0.40 -0.06 -1.20 -0.343
N 0.55809 0.12122 -3.41120 0.21 -0.71 0.14 -0.086
C 1.84663 0.77329 -3.15695 0.44 0.25 -0.02 0.118
C 2.40673 0.62951 -1.68751 -0.10 0.82 0.03 -0.922
C 1.32130 0.46922 -0.58289 0.42 -0.20 0.33 0.281
C 0.57333 1.79480 -0.22202 0.60 0.22 0.57 -1.003
I -1.59049 1.63437 -0.49842 0.68 0.14 0.00 -0.146
C 1.74290 2.29786 -3.55169 0.27 -0.03 -0.76 -0.049
O 0.70853 2.87879 -3.19514 -0.45 0.00 0.58 -0.678
O 2.69114 2.79588 -4.21831 0.21 -0.73 0.44 -0.758
H -2.02213 -1.23273 -3.54811 0.37 -0.30 -0.55 0.397
H 1.66334 -1.72933 -3.19028 -0.90 0.16 0.39 0.300
H 0.56932 -1.61173 -4.57948 0.05 0.01 0.76 0.269
H -0.18347 0.44703 -2.79637 0.34 0.17 -0.05 0.158
H 2.59946 0.30072 -3.83559 -0.64 0.34 0.31 0.478
H 3.18935 -0.16090 -1.63093 -0.71 0.26 0.11 0.387
H 2.94383 1.58642 -1.46015 -0.20 -0.73 -0.20 0.472
H 0.60904 -0.34858 -0.83413 0.45 0.59 0.14 -0.152
H 1.84857 0.13527 0.34325 -0.46 0.24 -0.56 0.200
H 0.96025 2.68958 -0.75693 -0.69 -0.84 -0.20 0.474
H 0.68369 2.03326 0.85791 -0.28 -0.48 -0.69 0.323
C -1.00195 2.34440 4.48635 -0.60 -0.06 0.25 -0.247
C 0.16016 2.80337 5.31733 0.50 0.66 0.67 -0.154
O 1.22216 1.94719 4.86808 -0.16 -0.33 -0.40 -0.396
C 0.90261 1.53174 3.61725 0.06 -0.05 0.03 0.587
O 1.64702 0.94581 2.89198 -0.08 0.06 0.07 -0.522
O -0.37375 1.86931 3.29746 0.64 -0.14 -0.03 -0.085
H -1.69385 3.14916 4.26089 0.05 -0.12 -0.15 0.250
H -1.55294 1.52190 4.94473 0.26 0.07 -0.09 0.201
H 0.44361 3.85767 5.11682 0.01 -1.43 0.44 0.193
H -0.01799 2.67848 6.38583 0.16 -0.21 -0.05 0.335
C 5.69900 1.29244 -3.97462 -0.71 0.41 -0.18 0.139
C 6.38930 0.55432 -5.08563 -0.14 0.08 -0.45 -0.373
O 7.49944 -0.05360 -4.41904 0.02 -0.08 0.37 -0.342
C 7.17114 -0.16486 -3.10608 -0.15 0.04 0.19 0.649
O 7.81036 -0.78070 -2.30532 0.11 0.09 -0.06 -0.574
O 6.03349 0.50634 -2.82298 0.58 -0.36 -0.18 -0.236
H 4.61716 1.34815 -4.11362 0.03 0.18 0.23 -0.051
H 6.08816 2.30310 -3.83724 -0.01 -0.05 0.04 0.214
H 5.76491 -0.23067 -5.51918 0.03 -0.01 0.06 0.270
H 6.72740 1.21595 -5.88103 0.18 -0.10 0.07 0.312
C 0.36187 6.80118 1.51169 0.33 0.28 -0.36 -0.360
C -0.88422 6.07823 1.07748 -0.20 0.03 -0.64 -0.290
O -1.04762 5.09892 2.10193 0.23 0.15 0.44 -0.247
C -0.41321 5.55281 3.20628 -0.12 -0.04 -0.01 0.623
O -0.50156 5.04040 4.28359 -0.48 1.68 -0.88 -0.600
O 0.33288 6.65035 2.93405 -0.24 -0.32 0.10 -0.356
H 0.35619 7.85308 1.23193 0.02 0.00 0.23 0.297
H 1.27182 6.33653 1.12615 -0.05 -0.04 0.04 0.268
H -1.76358 6.72675 1.06501 0.03 -0.02 0.07 0.243
H -0.77873 5.60725 0.10139 -0.05 -0.20 0.15 0.313
C -2.78043 -3.83288 0.96564 0.25 -0.34 0.00 -0.345
C -2.40145 -2.58192 0.22282 0.49 0.00 -0.26 0.405
O -3.62107 -1.84416 0.21481 -0.63 -0.13 0.49 -0.266
C -4.37123 -2.26718 1.25530 0.07 0.22 -0.12 0.634
O -5.37170 -1.73590 1.63276 0.10 -0.13 0.09 -0.590
O -3.83214 -3.38083 1.82603 -0.18 0.28 -0.10 -0.345
H -1.95431 -4.24524 1.54221 -0.16 0.05 0.15 0.310
H -3.17462 -4.60985 0.30568 -0.04 0.05 0.01 0.280
H -1.63790 -1.99701 0.74162 -0.05 0.01 0.00 0.079
H -2.06448 -2.77968 -0.78667 -0.16 0.13 0.04 -0.147
C -5.45670 0.05555 6.40754 -0.48 -0.28 -0.06 -0.406
C -4.31223 -0.09064 5.44246 0.01 -0.41 -0.55 -0.318
O -3.54996 1.09740 5.67476 -0.52 -0.03 0.58 -0.182
C -3.83793 1.52552 6.92868 0.25 0.27 0.01 0.590
O -3.25097 2.39179 7.49570 -0.08 -0.14 0.02 -0.528
O -4.88451 0.83671 7.45856 0.27 0.09 -0.14 -0.312
H -5.81215 -0.90213 6.78397 0.06 0.11 0.17 0.335
H -6.29932 0.60325 5.97991 0.06 0.02 0.00 0.264
H -3.68653 -0.95915 5.66034 -0.01 0.05 0.04 0.245
H -4.64275 -0.14483 4.40631 0.15 0.15 0.00 0.287
C 9.75575 0.30187 0.30121 -0.61 -0.29 -0.02 -0.165
C 10.86936 0.18589 -0.70043 0.02 -0.33 -0.47 -0.244
O 11.62950 1.37183 -0.46218 -0.12 0.08 0.39 -0.328
C 11.37700 1.76887 0.81421 0.09 0.19 0.16 0.626
O 11.97678 2.62588 1.38178 -0.05 -0.11 -0.08 -0.530
O 10.35255 1.06010 1.35546 0.43 0.16 -0.25 -0.341
H 9.41750 -0.66625 0.66461 0.02 0.12 0.14 0.301
H 8.89791 0.85302 -0.08834 0.04 -0.04 -0.02 0.213
H 11.50630 -0.68418 -0.52146 0.00 0.05 0.05 0.249
H 10.50667 0.15302 -1.72595 0.08 0.15 0.03 0.217
C -0.50270 -4.22044 -7.09739 0.25 -0.42 0.09 -0.392
C -1.29994 -3.74442 -8.28037 -0.06 -0.31 -0.60 -0.139
O -2.10094 -2.70347 -7.72564 0.16 -0.06 0.29 -0.373
C -1.46036 -2.24483 -6.61414 -0.06 0.37 0.28 0.638
O -1.77668 -1.27166 -6.01329 -0.02 -0.11 -0.27 -0.470
O -0.41368 -3.05001 -6.28672 -0.31 0.12 -0.27 -0.269
H 0.48754 -4.57765 -7.37534 0.04 0.16 0.14 0.336
H -1.01633 -5.00276 -6.53314 -0.03 0.05 -0.02 0.246
H -0.67005 -3.32411 -9.06838 0.01 0.04 0.07 0.264
H -1.92324 -4.52912 -8.70574 -0.12 0.14 0.05 0.122
C -6.47922 -5.13541 -8.35036 -0.50 0.07 0.13 -0.327
C -5.28603 -4.66940 -7.56021 -0.01 0.43 0.48 -0.293
O -4.23303 -5.49105 -8.06681 -0.23 -0.11 -0.31 -0.290
C -4.59776 -5.89605 -9.31226 0.17 -0.16 -0.23 0.669
O -3.87401 -6.45287 -10.07404 -0.05 0.10 0.11 -0.534
O -5.89296 -5.58080 -9.57241 0.35 -0.03 0.15 -0.326
H -7.19838 -4.33882 -8.53252 0.06 -0.06 -0.19 0.299
H -6.99305 -5.97623 -7.87806 0.05 0.00 -0.02 0.248
H -5.03910 -3.62236 -7.74961 0.03 -0.05 -0.03 0.232
H -5.41028 -4.81421 -6.48849 0.19 -0.10 -0.05 0.339
C -3.92110 1.37412 11.30983 0.29 0.36 -0.31 -0.276
C -5.11880 0.56459 10.89393 -0.26 -0.01 -0.52 -0.017
O -5.20347 -0.42634 11.91777 0.24 0.21 0.27 -0.339
C -4.58437 0.07404 13.02045 0.00 -0.11 0.29 0.618
O -4.62093 -0.42852 14.09734 0.00 0.06 -0.14 -0.520
O -3.92005 1.22404 12.73040 -0.26 -0.33 -0.01 -0.339
H -4.00502 2.42210 11.02903 0.04 -0.01 0.18 0.299
H -2.98599 0.97492 10.91076 -0.04 -0.02 0.02 0.268
H -6.04097 1.15100 10.89344 0.04 0.00 0.03 0.216
H -4.99210 0.10445 9.91660 -0.04 -0.12 0.12 0.087


51
Properties=species:S:1:pos:R:3:forces:R:3:mulliken_charge:R:1 method="wB97M-V/def2-TZVPD" de_lowest_kcal_mol=102.3 charge=-2 gap_ev=7.30
O -0.68032 -2.25330 0.64825 -0.25 -0.01 -0.50 -0.822
C 0.22893 -1.26217 0.72481 -0.36 -0.62 0.58 0.769
C -0.51498 -0.00983 1.35156 1.78 -0.14 -1.07 -0.423
C 0.37337 0.79298 2.29102 1.31 0.95 0.30 -0.337
S -0.45262 1.19156 3.90600 -0.01 -0.41 -0.56 -0.304
N -1.01410 0.74870 0.19448 -1.14 1.03 0.12 0.094
C 0.00791 1.42881 -0.65921 1.12 -1.33 0.09 -0.941
O 0.38138 2.64774 -0.22716 0.05 0.66 -0.12 -1.103
H 0.76322 -1.06354 -0.24035 -0.76 0.15 0.50 -0.287
H -1.31012 -0.45866 1.94544 -0.33 0.10 -0.37 0.571
H 0.70395 1.72608 1.75069 -0.53 -0.62 0.82 0.092
H 1.30296 0.25909 2.57872 -0.78 0.19 -0.34 0.317
H -1.70159 1.45610 0.52039 0.75 -0.47 -0.31 0.313
H -0.15451 1.33714 -1.77311 -1.50 0.66 0.56 0.687
H 0.84749 0.68777 -0.68901 0.19 0.25 0.82 0.189
H -0.59921 5.14817 -0.45143 0.26 -0.01 0.01 0.424
H 0.85523 4.92574 -0.79711 -0.24 -0.30 -0.09 0.315
O 0.06721 5.37840 -1.12366 -0.25 0.60 0.42 -0.707
H -0.73784 3.48967 0.68996 -0.42 -0.08 -0.45 0.265
H -0.46417 4.15085 1.91465 -0.49 0.44 0.44 0.334
O -1.22698 4.12357 1.31653 1.10 -0.48 -0.26 -0.747
H -2.23030 -3.33518 2.71158 -0.10 -0.64 0.89 0.323
H -1.07933 -3.00608 2.02743 1.16 -0.38 0.10 0.255
O -1.29551 -3.57448 2.83980 -1.06 1.03 -0.86 -0.736
H -4.66894 -2.62894 -1.80935 -0.13 -0.12 -0.24 0.267
H -3.79097 -1.46799 -2.10512 0.00 -0.35 -0.45 0.490
O -4.47028 -2.03888 -2.54598 -0.04 0.20 0.57 -0.686
H -2.27215 -0.00743 -1.30030 0.27 0.07 -0.04 0.364
H -1.96560 -1.19836 -0.48795 0.29 -0.59 -0.11 0.256
O -2.31257 -0.96884 -1.37179 -0.54 -0.04 -0.22 -0.875
H 4.35811 -2.39418 -1.27634 -0.50 -0.06 -0.05 0.348
H 3.70890 -1.15848 -1.87509 -0.11 -0.02 0.04 0.294
O 4.30994 -1.87451 -2.09100 0.59 0.10 -0.20 -0.662
H 1.80972 1.36114 -2.33379 0.26 0.36 -0.15 0.431
H 1.91911 2.68376 -1.61822 0.04 -0.50 -0.22 0.327
O 2.28424 2.20469 -2.40636 -0.11 0.14 0.58 -0.831
H -0.90105 -1.60921 -2.73699 -0.01 0.40 0.39 0.397
H 0.41826 -0.78640 -2.77412 -0.36 -0.08 0.17 0.311
O -0.05829 -1.50680 -3.19680 0.34 -0.32 -0.51 -0.688
H 0.91542 3.32429 -3.15298 -0.57 0.22 0.45 0.398
H -0.32804 4.13882 -2.49629 1.01 -0.34 -0.15 0.389
O 0.02504 3.69202 -3.28834 -0.51 0.01 -0.90 -0.690
H 1.15827 -2.45556 2.04688 -0.42 0.05 -0.09 0.324
H -0.80758 -0.10511 4.12236 0.15 0.51 0.07 0.105
O 1.37441 -1.65176 1.55751 0.19 0.15 0.32 -0.810
H 0.48673 -4.34853 -0.92674 0.42 -0.84 0.17 0.353
H -0.27090 -3.78926 0.12209 0.54 -0.42 1.10 0.351
O 0.30815 -4.61755 -0.00327 -0.52 1.30 -1.32 -0.755
H 2.57880 -2.32678 0.54187 0.58 -0.32 -0.19 0.485
H 2.30762 -3.71752 0.20119 0.23 -0.34 -0.35 0.312
O 3.03912 -3.08528 0.09006 -0.60 0.28 0.58 -0.745